Entry 1:
Here is the molecule C22H26ClN3O3 from the Open Molecules 2025 dataset. Energies are from the ωB97M-V functional and the def2-TZVPD basis.

The relative energy (zero: lowest compared OMol25 entry of this formula, charge and spin) is 28.07 kcal per mole. As for the HOMO-LUMO gap: 0.34710 hartree. Its maximum force is 0.7 eV/Å. Its structure (SMILES) is COc1ccc(N(C(=O)CCl)[C@H](C(=O)NC2CCCCC2)c2cccnc2)cc1.

```
55
C22H26ClN3O3 (the ωB97M-V functional and the def2-TZVPD basis)
C -4.5015 -3.1259 2.1204
O -4.4872 -2.4569 0.8807
C -3.3443 -1.8465 0.4822
C -3.4097 -1.1757 -0.7422
C -2.3099 -0.5100 -1.2346
C -1.1191 -0.5100 -0.5158
N 0.0062 0.2195 -0.9937
C 0.8948 -0.2716 -1.8725
O 1.9037 0.3345 -2.2017
C 0.5821 -1.6393 -2.4547
Cl 0.8312 -2.8998 -1.2179
C 0.2068 1.5744 -0.4546
C 1.1034 1.4832 0.8069
O 0.6998 1.6231 1.9429
N 2.3743 1.2227 0.4797
C 3.4081 0.9833 1.4691
C 4.7798 1.2484 0.8504
C 5.1382 0.2029 -0.2053
C 5.0658 -1.2031 0.3825
C 3.6708 -1.4711 0.9379
C 3.3269 -0.4480 2.0152
C -1.1200 2.2461 -0.2399
C -1.9209 2.0106 0.8728
C -3.1522 2.6395 0.9551
C -3.5457 3.4677 -0.0837
N -2.7910 3.7029 -1.1437
C -1.6131 3.1128 -1.2117
C -1.0467 -1.1742 0.6976
C -2.1504 -1.8415 1.1978
H -4.2857 -2.4419 2.9470
H -5.5116 -3.5166 2.2311
H -3.7889 -3.9563 2.1372
H -4.3423 -1.1850 -1.2829
H -2.3704 0.0232 -2.1720
H -0.4511 -1.7140 -2.7912
H 1.2761 -1.8402 -3.2704
H 0.7696 2.1225 -1.2213
H 2.6082 1.0500 -0.4909
H 3.2203 1.6835 2.2926
H 4.7924 2.2469 0.4086
H 5.5252 1.2243 1.6479
H 4.4561 0.2717 -1.0556
H 6.1452 0.4001 -0.5786
H 5.3070 -1.9390 -0.3867
H 5.8009 -1.3024 1.1852
H 2.9419 -1.4150 0.1273
H 3.6208 -2.4780 1.3575
H 4.0274 -0.5422 2.8473
H 2.3215 -0.6202 2.4038
H -1.5796 1.3654 1.6653
H -3.7944 2.4822 1.8075
H -4.5043 3.9695 -0.0735
H -1.0300 3.3400 -2.0966
H -0.1253 -1.1628 1.2594
H -2.0660 -2.3483 2.1454
```

Mulliken charges in e: C -0.849; O -0.475; C 0.796; C -0.948; C 0.119; C -1.980; N 0.908; C 0.752; O -0.734; C -0.604; Cl -0.168; C 0.464; C -0.076; O -0.675; N 0.159; C -0.332; C -1.155; C -0.471; C -0.967; C 0.144; C -1.017; C -0.637; C -0.189; C -0.786; C -0.289; N -0.683; C 0.076; C 0.149; C -0.684; H 0.337; H 0.249; H 0.331; H 0.476; H 0.605; H 0.318; H 0.415; H 0.851; H 0.202; H 0.379; H 0.360; H 0.464; H 0.275; H 0.355; H 0.398; H 0.359; H -0.263; H 0.446; H 0.481; H 0.349; H 0.543; H 0.399; H 0.386; H 0.429; H 0.556; H 0.451



Entry 2:
Here is the molecule C22H26ClN3O3S from the Open Molecules 2025 dataset. Energies are from the ωB97M-V functional and the def2-TZVPD basis.

The relative energy (zero: lowest compared OMol25 entry of this formula, charge and spin) is 1.48 kcal per mole. As for the HOMO-LUMO gap: 0.33394 hartree. Its maximum force is 0.9 eV/Å. Its structure (SMILES) is CSCC[C@H]1N[C@]2(C(=O)Nc3c2ccc(Cl)c3C)[C@@H]2C(=O)N(C3CCCC3)C(=O)[C@@H]21.

```
56
C22H26ClN3O3S (the ωB97M-V functional and the def2-TZVPD basis)
C 1.2835 -3.0793 -5.8973
S 0.0101 -3.7133 -4.7699
C 0.0757 -2.3779 -3.5236
C -0.9124 -2.6677 -2.4048
C -0.7312 -1.7432 -1.2004
N 0.6607 -1.7093 -0.7683
C 0.8603 -0.5245 0.0461
C 0.4375 -0.7004 1.5236
O -0.6324 -1.0945 1.9262
N 1.5032 -0.3620 2.2962
C 2.6065 0.0063 1.5375
C 2.2956 -0.1053 0.1818
C 3.2440 0.1751 -0.7757
C 4.5052 0.5688 -0.3533
C 4.7918 0.6855 0.9997
Cl 6.3866 1.1913 1.4381
C 3.8535 0.4085 1.9960
C 4.1289 0.5267 3.4624
C -0.0436 0.5313 -0.6411
C -0.8935 1.2867 0.3716
O -0.4715 1.9989 1.2459
N -2.2112 1.0119 0.1045
C -3.3467 1.4852 0.8850
C -3.3265 3.0076 1.1154
C -3.0628 3.1862 2.6102
C -3.7515 1.9765 3.2331
C -3.3824 0.8394 2.2833
C -2.3971 0.1417 -0.9527
O -3.4676 -0.2239 -1.3583
C -1.0370 -0.2565 -1.4845
H 0.9760 -2.1135 -6.2891
H 1.3735 -3.7957 -6.7065
H 2.2283 -2.9951 -5.3672
H 1.0901 -2.3376 -3.1253
H -0.1540 -1.4451 -4.0396
H -0.7674 -3.6987 -2.0753
H -1.9367 -2.5745 -2.7680
H -1.4013 -2.0911 -0.3974
H 0.9329 -2.5596 -0.2871
H 1.4740 -0.3443 3.3035
H 3.0161 0.0825 -1.8252
H 5.2750 0.7909 -1.0750
H 3.9875 -0.4358 3.9536
H 3.4469 1.2463 3.9142
H 5.1475 0.8576 3.6381
H 0.5688 1.2340 -1.2078
H -4.2197 1.1916 0.2949
H -4.2993 3.4241 0.8517
H -2.5700 3.4959 0.5036
H -1.9908 3.1371 2.7980
H -3.4460 4.1332 2.9870
H -4.8331 2.1248 3.2393
H -3.4231 1.7834 4.2527
H -2.3928 0.4515 2.5254
H -4.0863 0.0101 2.3246
H -0.9719 -0.0419 -2.5504
```

Mulliken charges in e: C -0.808; S -0.077; C -0.347; C -1.550; C 0.099; N -0.336; C 2.975; C -0.462; O -0.661; N 0.098; C -0.194; C -1.267; C -0.281; C -1.325; C 0.947; Cl -0.264; C -0.023; C -1.705; C 0.185; C -0.611; O -0.640; N 0.316; C -0.173; C -1.061; C -0.440; C -0.794; C -0.271; C -0.224; O -0.653; C 0.253; H 0.257; H 0.343; H 0.255; H 0.281; H 0.274; H 0.563; H 0.392; H 0.483; H 0.387; H 0.323; H 0.563; H 0.442; H 0.362; H 0.352; H 0.400; H 0.510; H 0.547; H 0.367; H 0.337; H 0.169; H 0.424; H 0.294; H 0.395; H -0.085; H 0.404; H 0.253



Entry 3:
Here is C22H26ClN3O5S as an isolated structure from the Open Molecules 2025 dataset. Energies are from the ωB97M-V functional and the def2-TZVPD basis.

The relative energy (zero: lowest compared OMol25 entry of this formula, charge and spin) is 441.46 kcal per mole. As for the HOMO-LUMO gap: 0.31216 hartree. Its maximum force is 19.4 eV/Å.

```
58
C22H26ClN3O5S (the ωB97M-V functional and the def2-TZVPD basis)
O -2.1133 -2.3257 -1.8171
C -1.0845 -1.6501 -1.5144
N -0.8130 -1.3034 -0.2513
H -0.1187 -0.8721 0.0414
C -1.7365 -2.1538 0.6838
H -1.1454 -2.4269 1.6694
H -2.4123 -2.9408 0.5808
C -2.7607 -0.9444 1.3475
C -3.9362 -0.5694 0.4291
H -3.5202 -0.5771 -0.5200
H -4.3736 0.5588 0.8434
C -4.9793 -1.6363 0.6643
H -5.8850 -1.6015 0.5153
H -4.6496 -2.4708 0.1235
C -4.6003 -2.1516 2.0935
H -5.4317 -1.8003 3.0327
H -4.4785 -3.3851 2.3897
O -3.3998 -1.5832 2.6862
H -2.0635 0.0115 1.7457
C -0.3072 -0.9911 -2.4378
N 0.6658 -0.0944 -2.2004
C 1.7878 -0.3175 -1.4174
O 2.7486 0.5346 -1.2510
C 2.1147 -1.8408 -1.1346
N 3.1268 -1.7679 -0.4626
S 2.8619 -0.9455 1.1010
O 3.1093 -1.9487 2.2587
O 1.4576 -0.3204 0.9742
C 3.8564 0.3474 1.1531
C 3.5563 1.6185 1.4410
C 4.4560 2.8012 1.3021
C 5.7323 2.4069 0.8896
C 6.1976 1.1842 0.7196
C 5.2255 -0.0189 0.6928
H 5.4956 -0.9685 0.4725
H 7.2376 1.1506 0.4762
H 6.5089 3.2451 0.8281
H 4.1333 3.7142 1.8665
H 2.4711 1.8709 1.6439
H 3.2387 -2.7430 0.1840
H 1.3351 -2.5060 -0.9079
H 2.4987 -2.2605 -1.9604
C 0.3085 1.2756 -2.2956
C -0.7721 1.6498 -1.4232
C -0.6406 1.9380 -0.1468
C -1.3921 2.2670 0.7356
C -2.6808 2.5894 0.2324
C -2.8426 2.4563 -1.1371
C -1.9236 2.2414 -2.0922
H -2.2443 2.1519 -3.0050
H -3.9007 2.9322 -1.6448
Cl -4.0064 3.3232 1.1592
H -1.2097 2.4706 1.7140
H 0.4755 1.4880 0.4483
H 1.4377 1.8008 -1.9709
H 0.2041 1.5675 -3.1721
H 0.1755 -1.9424 -3.1363
H -0.9947 -0.5376 -3.2401
```

Mulliken charges in e: O -0.716; C 0.632; N 0.529; H -0.071; C -1.410; H 0.142; H 0.804; C 0.647; C 0.332; H 0.240; H -0.037; C -1.455; H 0.802; H 0.352; C -0.514; H 0.217; H 0.222; O -0.422; H -0.067; C -1.205; N 0.582; C 0.334; O -0.723; C -0.905; N -0.335; S 0.964; O -0.774; O -0.515; C 0.523; C 0.377; C -0.768; C -0.106; C -0.707; C -0.735; H 0.587; H 0.365; H 0.243; H 0.349; H 0.130; H 0.402; H 0.717; H 0.385; C -2.039; C 1.569; C 1.239; C -1.039; C 0.021; C -0.203; C -1.371; H 0.596; H 0.081; Cl -0.181; H 0.785; H -0.694; H 0.294; H 0.933; H 0.283; H 0.313



Entry 4:
Here is the molecule C22H26F3N3O4 from the Open Molecules 2025 dataset. Energies are from the ωB97M-V functional and the def2-TZVPD basis.

The relative energy (zero: lowest compared OMol25 entry of this formula, charge and spin) is 0.00 kcal per mole. As for the HOMO-LUMO gap: 0.33321 hartree. Its maximum force is 0.6 eV/Å. Its structure (SMILES) is COc1cc(C(=O)NCCCN(C)C)ccc1OCC(=O)Nc1cccc(C(F)(F)F)c1.

```
58
C22H26F3N3O4 (the ωB97M-V functional and the def2-TZVPD basis)
C 1.2450 5.1289 1.3558
O 0.4752 4.4732 0.3756
C 0.7767 3.1766 0.0900
C 1.7434 2.4222 0.7258
C 1.9651 1.0892 0.3787
C 3.0137 0.3624 1.1596
O 3.3956 0.7693 2.2453
N 3.5220 -0.7343 0.5676
C 4.4538 -1.6157 1.2267
C 3.9476 -3.0583 1.2050
C 3.8493 -3.6131 -0.2183
N 2.8280 -2.9448 -1.0219
C 3.0915 -3.0859 -2.4422
C 1.4954 -3.4223 -0.6988
C 1.1891 0.5081 -0.6103
C 0.2131 1.2521 -1.2574
C 0.0054 2.5802 -0.9305
O -0.9363 3.3978 -1.5069
C -1.7758 2.8453 -2.4896
C -2.7361 1.7823 -1.9364
O -3.1787 0.8922 -2.6229
N -3.0113 1.9978 -0.6228
C -3.7638 1.2257 0.2560
C -3.8435 1.6372 1.5871
C -4.5719 0.9067 2.5042
C -5.2307 -0.2491 2.1171
C -5.1464 -0.6559 0.7940
C -5.8348 -1.9081 0.3281
F -6.5117 -2.5358 1.3011
F -6.7219 -1.6691 -0.6536
F -4.9659 -2.8099 -0.1659
C -4.4236 0.0681 -0.1437
H 1.1404 4.6510 2.3348
H 2.3033 5.1593 1.0801
H 0.8541 6.1440 1.4038
H 2.3504 2.8301 1.5181
H 3.1388 -1.1121 -0.2918
H 5.4280 -1.5611 0.7249
H 4.5718 -1.2589 2.2534
H 4.6427 -3.6828 1.7681
H 2.9779 -3.1064 1.7007
H 3.6637 -4.6997 -0.1757
H 4.8137 -3.4610 -0.7100
H 3.0844 -4.1343 -2.7735
H 4.0637 -2.6527 -2.6743
H 2.3298 -2.5434 -3.0010
H 0.7639 -2.8985 -1.3128
H 1.3853 -4.5021 -0.8770
H 1.2742 -3.2184 0.3467
H 1.3062 -0.5291 -0.8781
H -0.3880 0.7731 -2.0140
H -1.2128 2.4174 -3.3272
H -2.3706 3.6828 -2.8685
H -2.5546 2.8053 -0.2113
H -3.3273 2.5343 1.8972
H -4.6269 1.2357 3.5301
H -5.7989 -0.8249 2.8298
H -4.3706 -0.2606 -1.1689
```

Mulliken charges in e: C -0.956; O -0.451; C 0.725; C -0.348; C 0.045; C 0.396; O -0.724; N -0.086; C -0.882; C -0.554; C -0.763; N 0.423; C -1.167; C -1.326; C -0.952; C -0.742; C 1.032; O -0.533; C -0.696; C 0.610; O -0.640; N -0.036; C 0.816; C -0.725; C -0.665; C -0.743; C -0.209; C 0.994; F -0.290; F -0.256; F -0.254; C -0.405; H 0.383; H 0.375; H 0.234; H 0.570; H 0.197; H 0.274; H 0.479; H 0.370; H 0.231; H 0.361; H 0.393; H 0.372; H 0.347; H 0.292; H 0.395; H 0.353; H 0.320; H 0.299; H 0.382; H 0.383; H 0.378; H 0.128; H 0.449; H 0.386; H 0.484; H 0.527